1.
Below is C30H28ClN6O4V as an isolated structure, with properties calculated with the ωB97M-V functional and the def2-TZVPD basis.

Cartesian coordinates (Å):
V (-0.164313, 0.638652, -0.062143)
C (5.010828, 3.378862, 3.693564)
C (4.253971, 2.537076, 2.701881)
C (4.656280, 2.439113, 1.372022)
C (3.912671, 1.739007, 0.443435)
C (2.722952, 1.070877, 0.782752)
N (1.908454, 0.491563, -0.164852)
C (2.466209, -0.288243, -1.142921)
C (3.556621, -1.148121, -0.904746)
C (4.014706, -2.054156, -1.843460)
C (3.410040, -2.178422, -3.089918)
C (3.836600, -3.224406, -4.084184)
C (2.355815, -1.315554, -3.363707)
C (1.917607, -0.373799, -2.445067)
N (0.950919, 0.568132, -2.908898)
C (0.982016, 1.195845, -4.107344)
C (-0.076690, 2.070196, -4.147192)
C (-0.704346, 1.913969, -2.901101)
N (-0.082557, 1.005099, -2.165611)
C (2.368847, 1.121062, 2.144286)
C (3.096936, 1.864059, 3.064423)
N (1.300865, 0.325061, 2.657153)
C (1.347880, -0.393607, 3.799641)
C (0.142246, -1.041383, 3.935435)
C (-0.588915, -0.651359, 2.804117)
N (0.113807, 0.170084, 2.036219)
H (6.079472, 3.383599, 3.472728)
H (4.669259, 4.417272, 3.678854)
H (4.880354, 3.006413, 4.710913)
H (5.557977, 2.950709, 1.050894)
H (4.226052, 1.710817, -0.592947)
H (4.022770, -1.107155, 0.072172)
H (4.846432, -2.702811, -1.587266)
H (4.851760, -3.567384, -3.879234)
H (3.180907, -4.099389, -4.055317)
H (3.814216, -2.838185, -5.105167)
H (1.851878, -1.370171, -4.322830)
H (1.763031, 0.983765, -4.816254)
H (-0.341558, 2.741553, -4.944417)
H (-1.543769, 2.446665, -2.483854)
H (2.741921, 1.912669, 4.087901)
H (2.239461, -0.402072, 4.402002)
H (-0.158299, -1.713575, 4.719201)
H (-1.570596, -0.962105, 2.484176)
N (-2.431690, 0.603231, -0.131569)
C (-3.229808, 1.628849, 0.566999)
C (-2.369766, 2.494157, 1.483476)
C (-1.352455, 3.288822, 0.654805)
O (-1.583028, 4.469918, 0.404526)
O (-0.332201, 2.626740, 0.240306)
H (-2.715488, 0.534165, -1.101851)
H (-2.566217, -0.333054, 0.258363)
H (-4.040652, 1.164250, 1.137364)
H (-3.697590, 2.276162, -0.179368)
H (-1.854459, 1.857486, 2.203829)
H (-3.009048, 3.201031, 2.013898)
Cl (1.227079, -7.767317, -1.387731)
C (0.559762, -6.193485, -1.014029)
C (1.306854, -5.059934, -1.286728)
C (0.769287, -3.817105, -0.989116)
C (-0.497303, -3.712340, -0.424658)
C (-1.225051, -4.864132, -0.155301)
C (-0.702507, -6.114821, -0.450008)
C (-1.074260, -2.351860, -0.092970)
O (-2.188564, -2.288408, 0.455089)
O (-0.341761, -1.374277, -0.420052)
H (2.294290, -5.147163, -1.720323)
H (1.332767, -2.914314, -1.185689)
H (-2.206313, -4.760941, 0.288455)
H (-1.260196, -7.018781, -0.246058)

Cartesian forces (eV/Å) of the 2 atoms listed first:
V 0.0765 0.0094 -0.0249
C 0.0060 0.0079 0.0125

Computed properties:
LUMO (alpha / beta)	0.094 / 0.094	Eh
multiplicity	2
charge	-1
ΔE to the lowest compared entry with this formula, charge and spin	0.0	kJ/mol

***

2.
Below is a 2-piece molecular cluster, C30H28F3N3O2S overall, with properties calculated with the ωB97M-V functional and the def2-TZVPD basis.

Cartesian coordinates (Å):
C (7.020359, 1.079159, 0.161015)
C (5.562678, 1.410199, 0.317502)
C (4.596615, 0.676710, -0.376664)
C (3.230073, 0.992989, -0.312015)
C (2.316431, 0.224474, -1.205340)
C (2.821949, 2.067673, 0.499769)
N (1.477060, 2.562312, 0.412044)
C (0.327887, 1.866969, 0.447949)
N (-0.723967, 2.696588, 0.341135)
C (-2.079585, 2.323773, 0.388229)
C (-2.412042, 1.165845, 1.173774)
C (-1.438270, 0.466266, 1.898188)
C (-3.781381, 0.741238, 1.148422)
C (-4.765171, 1.440197, 0.457439)
C (-6.208706, 1.025628, 0.604334)
C (-4.378678, 2.529553, -0.334293)
C (-3.034652, 2.940191, -0.426564)
C (-2.735894, 4.014513, -1.430165)
C (-0.200968, 3.998652, 0.153809)
C (1.129363, 3.912377, 0.217465)
C (3.769565, 2.770982, 1.273030)
C (3.390642, 3.839707, 2.252047)
C (5.130154, 2.459398, 1.138067)
H (7.621563, 1.623925, 0.893720)
H (7.199753, 0.005257, 0.287351)
H (7.370173, 1.352095, -0.843314)
H (4.916907, -0.153913, -1.012355)
H (1.273122, 0.264465, -0.898855)
H (2.376212, 0.576265, -2.244635)
H (2.607386, -0.834421, -1.215395)
H (-1.616931, -0.555505, 2.189596)
H (0.268239, 0.788299, 0.508275)
H (-0.695448, 1.038858, 2.481154)
H (-4.063830, -0.181212, 1.669097)
H (-6.862125, 1.540659, -0.105703)
H (-6.322740, -0.055748, 0.465397)
H (-6.579663, 1.261947, 1.610206)
H (-5.115925, 3.090997, -0.915669)
H (-3.628096, 4.090271, -2.065681)
H (-2.589038, 5.008417, -0.984148)
H (-1.886057, 3.794893, -2.087386)
H (-0.806296, 4.870838, 0.001924)
H (1.865752, 4.683226, 0.079936)
H (4.189435, 3.925325, 3.002391)
H (3.305237, 4.838400, 1.798671)
H (2.464152, 3.612057, 2.790932)
H (5.877659, 3.037106, 1.691691)
F (1.135370, -1.080072, 1.927113)
C (0.389996, -2.065083, 1.315183)
F (1.224856, -3.103767, 1.089711)
F (-0.561286, -2.490850, 2.215615)
S (-0.371870, -1.455933, -0.156123)
N (-0.775064, -3.158728, -0.755513)
C (-2.106920, -3.586481, -0.834805)
O (-3.097380, -2.912987, -0.594782)
C (-2.005190, -5.018980, -1.271258)
C (-0.673699, -5.330485, -1.477935)
C (-0.269514, -6.620395, -1.826014)
C (-1.262192, -7.598538, -1.976657)
C (-2.623135, -7.272608, -1.806083)
C (-3.007751, -5.967760, -1.452478)
C (0.140110, -4.086468, -1.289045)
O (1.312744, -3.897912, -1.558247)
H (0.790044, -6.833058, -1.948051)
H (-0.985970, -8.623762, -2.235219)
H (-3.384510, -8.042541, -1.953150)
H (-4.051547, -5.681455, -1.308639)

Cartesian forces (eV/Å) of the 2 atoms listed first:
C 0.1195 0.0197 -0.0310
C -0.5388 0.1032 -0.0377

Computed properties:
LUMO	-0.007	Eh
multiplicity	1

***

3.
Below is a 5-piece molecular cluster, C30H28FN4O10PS overall, with properties calculated with the ωB97M-V functional and the def2-TZVPD basis.

Cartesian coordinates (Å):
C (-5.989763, 1.662347, -0.453210)
C (-6.142738, 0.755212, -1.654048)
C (-4.871782, -0.104356, -2.309269)
C (-3.474278, 0.715790, -2.554292)
P (-3.423619, 2.217137, -3.732507)
S (-4.957330, 3.410563, -3.617013)
O (-2.503489, -0.400070, -2.783779)
C (-2.603225, -1.205536, -1.521713)
O (-1.582843, -1.629067, -0.771743)
C (-4.230315, -1.319787, -1.356226)
F (-4.620557, -1.372942, 0.071673)
H (-6.129053, 2.831685, -0.590018)
H (-5.769134, 1.202219, 0.625237)
H (-7.220424, 0.637090, -2.143915)
H (-5.332664, -0.746182, -3.201040)
H (-3.111898, 1.119364, -1.492199)
H (-3.198371, 1.674543, -5.078386)
H (-2.193891, 2.954149, -3.409190)
H (-4.580071, -2.383520, -1.766823)
C (1.811014, 0.917756, 1.678891)
C (1.923070, 2.303109, 1.806889)
C (1.606477, 3.133312, 0.729891)
C (1.172298, 2.563100, -0.474733)
C (1.066269, 1.172293, -0.608444)
C (1.388413, 0.352120, 0.474703)
N (0.813623, 3.431609, -1.602348)
O (0.938973, 4.655975, -1.450954)
O (0.402247, 2.891472, -2.639199)
H (2.053601, 0.274771, 2.523239)
H (2.254556, 2.736389, 2.748132)
H (1.698968, 4.210993, 0.845666)
H (0.735356, 0.716189, -1.539149)
H (1.306451, -0.728574, 0.381829)
C (8.405228, 1.104442, 2.930198)
C (7.799958, 1.244749, 1.680357)
C (6.537605, 0.695134, 1.448451)
C (5.885470, 0.007796, 2.481435)
C (6.494099, -0.141186, 3.734765)
C (7.757986, 0.410388, 3.953902)
N (4.547456, -0.550259, 2.251719)
O (4.050713, -0.413951, 1.123726)
O (3.989633, -1.121786, 3.199469)
H (9.387187, 1.539586, 3.107986)
H (8.311358, 1.785773, 0.887061)
H (6.079352, 0.813225, 0.468954)
H (6.001435, -0.676429, 4.543806)
H (8.237513, 0.302758, 4.924323)
C (3.673465, -0.257692, -4.844994)
C (4.933058, -0.653390, -5.297751)
C (6.071549, -0.359197, -4.544969)
C (5.935991, 0.330885, -3.332459)
C (4.673463, 0.736070, -2.879344)
C (3.542462, 0.438630, -3.642256)
N (7.126354, 0.620764, -2.524078)
O (8.227331, 0.262581, -2.968217)
O (6.962046, 1.203006, -1.442396)
H (2.788101, -0.494303, -5.432656)
H (5.027200, -1.194431, -6.236883)
H (7.046009, -0.674524, -4.911508)
H (4.554299, 1.276600, -1.942661)
H (2.557662, 0.746207, -3.297567)
C (-5.689404, -2.512046, 3.979447)
C (-6.294673, -2.371740, 2.729606)
C (-7.557026, -2.921355, 2.497700)
C (-8.209162, -3.608693, 3.530684)
C (-7.600533, -3.757676, 4.784014)
C (-6.336645, -3.206101, 5.003151)
N (-9.547175, -4.166748, 3.300968)
O (-10.043919, -4.030440, 2.172975)
O (-10.104999, -4.738275, 4.248719)
H (-4.707445, -2.076903, 4.157235)
H (-5.783274, -1.830715, 1.936310)
H (-8.015279, -2.803264, 1.518203)
H (-8.093196, -4.292918, 5.593055)
H (-5.857118, -3.313730, 5.973572)

Cartesian forces (eV/Å) of the 2 atoms listed first:
C -0.2816 -1.8560 -1.9606
C 0.6978 1.3372 2.1817

Computed properties:
LUMO	-0.036	Eh
multiplicity	1
ΔE to the lowest compared entry with this formula, charge and spin	491.6	kJ/mol

***

4.
Below is C30H28MoN9O4 as an isolated structure, with properties calculated with the ωB97M-V functional and the def2-TZVPD basis.

Cartesian coordinates (Å):
Mo (-0.179530, 0.419416, -1.007672)
O (0.647877, 4.073111, 0.391488)
C (0.137878, 3.218650, -0.246598)
N (0.800690, 2.084846, -0.843921)
C (1.842913, 2.406841, -1.774443)
O (2.596243, 3.315628, -1.657066)
C (1.810693, 1.476942, -2.948411)
C (2.680099, 1.635642, -4.002878)
C (2.567910, 0.771696, -5.086625)
C (1.598044, -0.220431, -5.057321)
C (0.770931, -0.321992, -3.955501)
N (0.858532, 0.519575, -2.913624)
C (-1.291139, 3.182975, -0.701043)
C (-2.118871, 4.274334, -0.602050)
C (-3.375279, 4.209275, -1.195366)
C (-3.737142, 3.047786, -1.860473)
C (-2.863665, 1.974970, -1.884546)
N (-1.651874, 2.027559, -1.312483)
H (3.416575, 2.427402, -3.963019)
H (3.227086, 0.872240, -5.939033)
H (1.480780, -0.913060, -5.879011)
H (0.020080, -1.098938, -3.898949)
H (-1.757273, 5.161252, -0.097333)
H (-4.046945, 5.056929, -1.158344)
H (-4.689325, 2.965174, -2.365803)
H (-3.138521, 1.061647, -2.388344)
O (0.856875, 4.295543, 5.988148)
C (1.542397, 3.648280, 5.050297)
O (2.731846, 3.713873, 4.979990)
C (0.780423, 2.811056, 4.032519)
C (-0.589892, 2.871299, 3.821274)
C (-1.184605, 2.093677, 2.838111)
C (-0.397823, 1.248916, 2.063015)
C (0.980903, 1.194380, 2.261761)
C (1.560817, 1.968102, 3.242443)
N (-0.977660, 0.465073, 1.016136)
C (-2.100528, -0.125254, 1.197980)
C (-2.701822, -0.837137, 0.081049)
C (-3.859238, -1.580010, 0.208679)
C (-4.345965, -2.272103, -0.894348)
C (-3.648863, -2.201604, -2.090163)
C (-2.499577, -1.431902, -2.147991)
N (-2.033387, -0.750347, -1.094477)
H (-0.084487, 4.094529, 6.021507)
H (-1.222243, 3.546345, 4.384371)
H (-2.248918, 2.184142, 2.651190)
H (1.595409, 0.547038, 1.648278)
H (2.628787, 1.954824, 3.413454)
H (-2.597012, -0.115899, 2.164686)
H (-4.368618, -1.622621, 1.162892)
H (-5.250516, -2.861375, -0.816711)
H (-3.985770, -2.730045, -2.971192)
H (-1.942833, -1.344320, -3.071925)
C (2.996983, -4.043716, 2.352227)
C (2.155181, -4.896541, 1.406929)
C (0.680922, -4.901798, 1.796970)
C (2.356786, -4.489976, -0.059031)
N (1.920745, -3.103948, -0.312879)
C (2.605817, -1.956688, -0.139880)
N (1.808460, -0.964960, -0.458945)
N (0.655700, -1.545079, -0.799268)
N (0.688215, -2.823237, -0.699703)
H (2.933115, -4.440437, 3.364235)
H (2.638178, -3.009637, 2.397617)
H (4.052116, -4.041507, 2.070937)
H (2.529469, -5.922255, 1.445875)
H (0.267116, -3.887875, 1.810780)
H (0.565780, -5.309923, 2.799854)
H (0.085534, -5.510725, 1.114950)
H (1.776823, -5.120172, -0.729919)
H (3.407651, -4.540933, -0.340260)
H (3.630975, -1.884551, 0.186916)

Cartesian forces (eV/Å) of the 2 atoms listed first:
Mo -0.1466 0.2627 0.1371
O 0.0345 -0.0319 0.0406

Computed properties:
LUMO (alpha / beta)	-0.387 / -0.395	Eh
multiplicity	3
charge	+3
ΔE to the lowest compared entry with this formula, charge and spin	38.8	kJ/mol